A structure of composition C57H40BBrCl2F4N5O5PSSeY at a distorted geometry. Source: OMol25; level of theory: wB97M-V/def2-TZVPD.

Last column: Löwdin charge in e.
Geometry (Å):
Y1 -0.939118 0.714127 0.395408  0.908
F1 -1.479390 8.394334 2.651756  0.128
C1 -1.029124 7.141803 2.618364  -0.144
C2 -0.049776 6.738079 3.496363  -0.142
F2 0.445847 7.610766 4.375379  0.121
C3 0.411914 5.440474 3.453411  -0.222
F3 1.377234 5.144267 4.330330  0.108
C4 -0.074252 4.495621 2.556203  -0.290
P1 0.573081 2.745760 2.485481  1.108
C5 0.400144 2.266119 4.268185  -0.342
C6 -0.478680 2.875545 5.157382  -0.103
C7 -0.624508 2.412829 6.461083  -0.076
C8 0.122056 1.332374 6.905705  -0.105
C9 0.994706 0.703513 6.026618  -0.088
C10 1.118305 1.155242 4.722289  -0.116
C11 2.383875 3.114527 2.376000  -0.349
C12 2.874041 3.485290 1.123851  -0.133
C13 4.230177 3.753786 0.951176  -0.082
C14 5.107879 3.667196 2.023501  -0.106
C15 4.619407 3.324737 3.280212  -0.099
C16 3.266593 3.056747 3.454923  -0.109
C17 -1.059263 4.946035 1.665178  -0.560
Br1 -1.781005 3.876867 0.301656  0.860
C18 -1.526477 6.245712 1.701184  -0.272
F4 -2.458395 6.683234 0.849950  0.072
H1 -1.066447 3.730383 4.844739  0.088
H2 -1.321531 2.905039 7.128765  0.100
H3 0.021879 0.981689 7.926448  0.098
H4 1.564050 -0.159958 6.352279  0.106
H5 1.758360 0.628777 4.028289  0.089
H6 2.200075 3.495228 0.266965  -0.027
H7 4.593158 4.017616 -0.036912  0.104
H8 6.163723 3.877875 1.888235  0.094
H9 5.290616 3.270460 4.131909  0.098
H10 2.907230 2.799335 4.442809  0.096
Cl1 -5.251258 -1.539179 -1.056181  0.656
C19 -5.330869 -0.596897 0.409430  -0.579
C20 -6.457333 -0.724228 1.237015  -0.142
C21 -6.567167 -0.005745 2.388700  -0.615
Cl2 -8.006968 -0.180843 3.376968  0.630
C22 -5.531935 0.877852 2.781413  -0.173
C23 -5.545153 1.667348 3.953442  -0.033
C24 -4.486302 2.482701 4.229887  -0.046
C25 -3.391564 2.501975 3.342973  -0.136
N1 -3.339155 1.779067 2.255623  0.093
C26 -4.393643 0.984278 1.947680  -0.139
C27 -4.274144 0.260242 0.697532  -0.412
O1 -3.261190 0.422366 -0.068724  -0.214
H11 -7.250046 -1.401837 0.947970  0.098
H12 -6.398106 1.616975 4.617056  0.085
H13 -4.471561 3.100322 5.120605  0.100
H14 -2.530387 3.129620 3.549904  0.076
C28 2.889571 -6.336651 -11.404775  -0.086
O2 2.185764 -5.105498 -11.366351  -0.084
C29 1.842633 -4.624034 -10.141302  -0.290
C30 2.213801 -5.211656 -8.936412  -0.013
C31 1.809375 -4.635690 -7.736600  -0.016
C32 1.041061 -3.478033 -7.714051  -0.151
C33 0.688051 -2.901327 -8.934788  -0.027
C34 1.080496 -3.462833 -10.135044  -0.004
C35 0.628341 -2.897610 -6.418668  -0.271
N2 0.926224 -3.379367 -5.237196  0.185
C36 0.340521 -2.511949 -4.334593  -0.167
C37 -0.317410 -1.507655 -4.975987  -0.124
N3 -0.132538 -1.763310 -6.315476  0.177
C38 -1.033533 -0.463403 -4.303242  -0.072
C39 -1.706327 0.591610 -4.926447  -0.008
C40 -2.360799 1.514467 -4.149659  -0.036
C41 -2.301311 1.384114 -2.763331  -0.149
N4 -1.645528 0.414798 -2.160592  0.006
C42 -1.036542 -0.514056 -2.905486  -0.178
C43 -0.337672 -1.577662 -2.192798  -0.136
N5 -0.373673 -1.556665 -0.840801  0.091
C44 0.220519 -2.532960 -0.175382  -0.141
C45 0.933053 -3.561778 -0.800326  -0.044
C46 1.005291 -3.575194 -2.170267  -0.001
C47 0.346708 -2.576233 -2.894765  -0.075
H15 2.998236 -6.594300 -12.453785  0.089
H16 2.335168 -7.127334 -10.894429  0.094
H17 3.880673 -6.245198 -10.953625  0.093
H18 2.819344 -6.108273 -8.915625  0.101
H19 2.091222 -5.081455 -6.789945  0.113
H20 0.096356 -1.992413 -8.964341  0.104
H21 0.808000 -3.013455 -11.083279  0.120
H22 -0.472527 -1.203882 -7.074943  0.141
H23 -1.719035 0.673173 -6.008138  0.106
H24 -2.901658 2.341679 -4.590615  0.106
H25 -2.801294 2.099619 -2.122899  0.097
H26 0.124724 -2.501471 0.903650  0.098
H27 1.414830 -4.322792 -0.197986  0.107
H28 1.549863 -4.342306 -2.710025  0.114
Se1 0.863760 1.881398 -1.181833  -0.091
O3 -1.997630 -1.890330 2.127910  0.068
B1 -1.354837 -0.600572 2.262276  -0.508
O4 -1.137479 -0.453912 3.675586  0.076
C48 -1.632003 -1.554884 4.313012  -0.219
C49 -1.653357 -1.839653 5.660494  0.002
C50 -2.220896 -3.060574 6.044979  -0.109
C51 -2.741047 -3.940654 5.101823  -0.112
C52 -2.714758 -3.632497 3.735979  -0.002
C53 -2.151155 -2.429467 3.376351  -0.227
H29 -1.249625 -1.139262 6.382333  0.098
H30 -2.259365 -3.321876 7.096563  0.090
H31 -3.181158 -4.875693 5.429004  0.090
H32 -3.125986 -4.301236 2.987843  0.114
O5 1.495578 0.149447 1.637517  -0.661
S1 2.608262 -0.788915 1.256527  0.935
C54 4.097158 -0.153614 2.039910  -0.322
C55 5.231194 -0.773320 1.226713  -0.224
C56 4.760642 -0.858531 -0.258052  -0.213
C57 3.315606 -0.347736 -0.343657  -0.365
H33 4.110190 -0.414593 3.097998  0.094
H34 4.025817 0.934673 1.928777  0.074
H35 5.446951 -1.772787 1.604773  0.098
H36 6.143086 -0.188033 1.338084  0.104
H37 4.823968 -1.889824 -0.605779  0.098
H38 5.390303 -0.262778 -0.916859  0.106
H39 2.717253 -0.772965 -1.148215  0.067
H40 3.209897 0.739764 -0.416113  0.011

Cartesian forces, eV/Å:
-0.15 1.54 -2.90
-0.04 0.10 0.01
-0.03 0.15 0.01
0.02 0.13 0.10
0.05 0.05 0.09
0.18 -0.13 0.01
-0.07 -0.11 -0.01
0.01 -0.02 -0.10
-0.13 0.06 0.40
0.09 0.01 0.00
0.01 0.02 0.07
0.02 -0.02 -0.06
0.01 0.06 -0.05
-0.01 0.03 -0.03
-0.10 0.01 -0.03
-0.02 0.09 0.01
0.03 -0.03 -0.09
-0.06 -0.04 0.01
-0.06 0.01 0.02
-0.05 0.00 -0.01
0.06 -0.02 0.02
0.06 -0.27 -0.01
-0.12 0.12 -0.07
-0.11 0.08 -0.10
0.00 -0.03 0.01
0.07 0.02 0.04
0.01 0.01 -0.01
-0.01 -0.01 -0.03
-0.01 0.03 -0.03
0.04 -0.04 -0.04
0.07 -0.01 0.06
-0.03 -0.01 0.06
-0.05 -0.02 0.00
-0.06 0.00 -0.06
0.02 0.05 -0.04
-0.04 0.06 0.10
-0.19 -0.09 -0.02
0.03 -0.12 -0.19
0.01 0.10 0.11
0.14 0.04 -0.05
0.00 0.01 0.06
-0.03 -0.03 -0.02
0.07 0.05 0.03
-0.04 -0.05 0.04
0.04 -0.03 0.01
0.10 0.06 -0.02
0.22 0.02 -0.05
0.39 0.12 0.34
0.03 0.00 -0.02
0.00 -0.01 0.00
0.00 -0.03 -0.05
-0.10 -0.04 -0.04
-0.04 0.11 0.01
0.07 -0.21 -0.07
0.10 -0.08 0.07
-0.02 0.02 0.15
0.03 -0.04 0.01
-0.07 0.09 0.21
-0.04 0.08 -0.05
-0.10 0.17 0.03
0.01 -0.03 -0.11
0.00 0.05 0.11
0.22 -0.43 0.28
-0.17 0.22 -0.28
-0.06 0.15 -0.11
0.05 -0.05 -0.22
-0.01 -0.04 -0.12
-0.03 0.04 -0.04
-0.05 -0.12 0.04
0.04 0.00 -0.02
0.03 0.04 0.24
-0.02 0.04 0.19
0.04 0.10 0.11
-0.06 0.04 -0.06
0.01 -0.03 0.04
0.04 -0.08 -0.05
0.12 -0.14 -0.15
-0.01 0.02 -0.03
-0.03 -0.01 0.00
0.00 0.02 0.02
-0.06 0.06 0.02
0.00 0.00 -0.07
0.03 -0.05 -0.02
0.01 -0.03 0.08
-0.01 0.01 -0.02
0.00 0.01 0.02
0.02 -0.03 0.01
-0.01 -0.01 0.04
0.02 0.03 -0.03
-0.04 0.06 -0.04
-0.04 0.04 0.04
0.38 0.34 -0.34
-0.02 0.00 0.21
-0.44 -2.24 2.87
-0.21 -0.10 -0.01
0.18 0.34 -0.01
-0.03 -0.08 0.13
0.04 0.08 -0.06
0.01 0.06 -0.11
-0.06 -0.12 0.10
-0.05 0.03 -0.45
-0.04 -0.05 -0.05
0.00 0.02 -0.04
0.02 0.04 -0.02
0.03 0.05 0.07
-0.08 -0.39 -0.07
-0.26 0.16 0.10
0.10 0.10 -0.05
-0.06 0.04 -0.09
-0.11 0.05 0.11
0.14 0.01 0.05
-0.01 0.00 -0.03
0.08 -0.14 0.02
0.03 -0.02 0.01
-0.01 0.04 -0.03
0.00 -0.02 -0.02
0.02 0.03 0.01
0.04 -0.01 0.04
0.01 -0.06 -0.04

The calculation puts the HOMO-LUMO gap at 4.760 eV. The spin multiplicity is 1. Its energy above the lowest of the compared OMol25 structures with the same formula, charge and spin is 62.7 kcal per mole. As for the LUMO energy: 1.8048 eV. For the total energy, the calculation gives -270600.1856 eV. The HOMO energy comes out at -2.956 eV. Its net charge is -1.